No. 1
68
Properties=species:S:1:pos:R:3:forces:R:3 method="wB97M-V/def2-TZVPD" spin_multiplicity=2 total_charge=+1 homo_ev="-9.7848 / -10.4103" s_squared=0.76 e_tot_ha=-1403.81322 relative_energy_kcal_mol=23.9 homo_lumo_gap_ev="6.2054 / 7.0223"
Tc 0.1227 -0.1556 -0.3209 -0.409 1.018 1.309
C -2.8879 0.2896 2.4167 0.038 -0.058 0.009
C -1.4691 0.7850 2.7008 -0.057 -0.056 0.034
C -0.4504 -0.3495 2.7936 0.015 0.131 0.011
N 0.4161 -0.5716 1.6228 -0.041 0.089 -0.596
C 1.5916 -1.2217 1.8998 0.077 -0.192 0.347
C 1.7824 -1.9197 3.0885 -0.181 0.082 -0.216
C 2.9134 -2.5380 3.6290 0.206 -0.059 0.010
C 4.2030 -2.5840 3.1627 -0.113 -0.078 0.182
C 4.6675 -2.0448 1.9636 -0.007 0.081 -0.168
C 3.9675 -1.4190 0.9636 0.151 0.023 0.054
C 2.5913 -1.1248 0.8380 -0.167 -0.035 -0.112
N 2.0649 -0.6459 -0.2683 0.152 -0.459 -0.433
C 2.8120 -0.2351 -1.4488 -0.029 -0.093 -0.022
C 3.1635 1.2540 -1.3483 -0.029 0.109 -0.066
C 2.2025 1.9775 -0.4075 -0.008 0.117 0.069
N 0.7776 1.6618 -0.5754 -0.133 -0.303 -0.401
C -0.1081 2.6177 -1.0411 0.282 0.059 0.150
C 0.3283 3.6609 -1.8169 0.016 0.017 0.025
C -0.3451 4.7915 -2.3310 -0.067 0.001 0.007
C -1.6217 5.1992 -2.1047 0.040 0.007 -0.028
C -2.5811 4.5290 -1.3125 0.028 0.031 -0.008
C -2.5321 3.3062 -0.7227 -0.061 -0.087 -0.013
C -1.5018 2.3019 -0.7088 0.026 0.135 -0.061
N -1.6710 1.0769 -0.3103 -0.060 -0.378 0.140
C -2.9888 0.4901 -0.1116 -0.087 -0.005 -0.108
C -3.0648 -0.4339 1.0881 0.010 0.002 0.033
H -3.5961 1.1207 2.4826 0.029 0.032 -0.050
H -3.1597 -0.3963 3.2246 -0.029 0.017 0.006
H -1.4883 1.2778 3.6750 0.027 0.006 0.003
H -1.1273 1.5372 1.9918 -0.033 -0.017 -0.048
H -0.9736 -1.2769 3.0581 0.007 -0.018 -0.046
H 0.2159 -0.1187 3.6266 0.004 -0.012 0.034
H 0.9042 -2.0228 3.7082 0.013 0.005 0.008
H 2.7419 -3.0307 4.5792 -0.012 0.005 0.000
H 4.9316 -3.0831 3.7885 0.002 -0.005 -0.019
H 5.7294 -2.1562 1.7767 0.004 0.011 0.009
H 4.5686 -1.1120 0.1181 -0.007 0.013 -0.002
H 2.1450 -0.3893 -2.2971 0.014 -0.047 -0.009
H 3.6906 -0.8525 -1.6367 0.033 0.022 0.034
H 3.1448 1.6938 -2.3473 0.011 0.000 0.002
H 4.1743 1.3898 -0.9569 -0.019 0.026 0.011
H 2.3480 3.0548 -0.4728 0.010 -0.009 0.005
H 2.4526 1.7011 0.6196 0.007 0.022 0.000
H 1.3698 3.6041 -2.1084 -0.005 0.024 0.026
H 0.2623 5.4311 -2.9604 0.002 -0.005 -0.003
H -1.9305 6.1378 -2.5464 -0.009 -0.017 -0.013
H -3.5120 5.0655 -1.1662 0.008 0.005 0.011
H -3.4275 3.0460 -0.1757 0.040 -0.045 0.008
H -3.2141 -0.0757 -1.0203 0.007 0.018 -0.004
H -3.7731 1.2397 -0.0160 0.008 0.033 0.013
H -2.3362 -1.2466 0.9916 0.040 0.055 -0.013
H -4.0474 -0.9108 1.0621 -0.012 -0.010 0.019
C -1.9757 -1.5186 -3.6398 0.068 0.013 0.011
C -1.3594 -2.0965 -2.3772 0.173 -0.243 -0.144
C -2.3862 -2.8325 -1.5327 -0.031 0.022 -0.004
O -0.7536 -1.0424 -1.6566 0.046 0.202 -0.078
H -2.3709 -2.3190 -4.2658 -0.005 -0.013 0.004
H -1.2280 -0.9691 -4.2115 -0.027 -0.001 -0.005
H -2.7948 -0.8419 -3.3890 0.023 0.012 0.004
H -0.5562 -2.7895 -2.6576 -0.057 -0.042 -0.005
H -3.2727 -2.2185 -1.3610 0.051 -0.004 -0.015
H -1.9735 -3.1188 -0.5667 0.014 0.004 0.000
H -2.7047 -3.7336 -2.0588 -0.011 -0.005 0.008
N 0.6347 -3.4308 -0.1614 -0.050 -0.180 0.113
H 0.0371 -4.0507 -0.6985 0.032 0.008 -0.027
H 0.6572 -3.8204 0.7761 0.037 0.003 0.007
H 1.5710 -3.5433 -0.5367 0.001 0.016 -0.004

No. 2
75
Properties=species:S:1:pos:R:3:forces:R:3 method="wB97M-V/def2-TZVPD" spin_multiplicity=2 total_charge=-1 homo_ev="-5.2198 / -4.7138" s_squared=0.81 e_tot_ha=-3571.26476 homo_lumo_gap_ev="7.5246 / 7.0191"
Cr -0.0415 0.2057 0.3436 0.428 1.703 -1.759
C -3.1419 -0.5133 -1.6807 0.878 0.071 0.460
Si -1.7610 -1.2407 -0.4865 -1.716 -1.670 0.214
C -1.3195 -2.9729 -1.3127 0.167 0.875 0.205
C -2.8063 -1.9185 1.0078 0.444 0.454 -0.311
C -3.9324 -2.7222 0.8743 -0.085 -0.093 -0.146
C -4.6149 -3.2091 1.9745 -0.138 -0.095 -0.085
C -4.1746 -2.8837 3.2445 -0.020 -0.026 0.236
C -3.0550 -2.0836 3.3944 -0.159 -0.124 0.263
C -2.3601 -1.5982 2.2960 0.430 0.489 -0.085
Si -0.7579 -0.5465 2.4980 -0.839 -0.801 1.002
C -1.1471 0.8093 3.8253 0.179 -0.237 -0.760
C 0.3773 -1.7720 3.4867 -0.072 0.508 -0.604
H -4.0674 -1.0809 -1.6622 -0.068 -0.265 0.126
H -2.8103 -0.4619 -2.7157 0.114 -0.002 -0.222
H -3.3694 0.5009 -1.3626 -0.078 0.211 0.042
H -2.1805 -3.6327 -1.3809 -0.255 0.037 0.078
H -0.5697 -3.4699 -0.7034 0.149 -0.128 0.153
H -0.9055 -2.8710 -2.3108 0.107 -0.004 -0.259
H -4.2862 -2.9827 -0.1127 -0.089 -0.064 -0.225
H -5.4850 -3.8424 1.8472 -0.038 -0.003 -0.030
H -4.7019 -3.2565 4.1134 -0.031 -0.015 0.074
H -2.7193 -1.8385 4.3937 0.052 0.031 0.153
H -1.5646 0.3828 4.7343 -0.058 -0.226 0.083
H -1.8521 1.5421 3.4437 -0.128 0.154 -0.086
H -0.2282 1.3252 4.0896 0.188 0.105 0.048
H -0.0848 -2.1216 4.4068 -0.294 0.031 0.093
H 1.3028 -1.2659 3.7393 0.142 0.009 0.098
H 0.6244 -2.6424 2.8855 0.022 -0.187 -0.153
C 7.6672 -1.1318 -0.8875 -0.017 0.024 0.027
C 6.3954 -0.6766 -0.2376 -0.062 0.223 0.016
C 5.7358 -1.4814 0.6864 0.127 0.057 -0.088
C 4.5230 -1.0928 1.2194 -0.181 0.202 0.168
C 3.9675 0.1243 0.8484 -0.248 -0.088 -0.192
C 4.6395 0.9598 -0.0267 -0.231 0.159 0.255
C 5.8463 0.5633 -0.5664 0.179 -0.284 0.093
S 2.2480 0.4134 1.2716 1.793 0.342 0.875
O 1.6831 -0.8547 0.7178 -0.614 0.173 -0.089
O 2.1655 0.5868 2.7063 0.286 -0.041 -0.256
N 1.7031 1.5828 0.4086 -0.215 -1.350 0.005
C 1.1777 2.7614 1.0271 -0.422 0.893 0.451
C -0.2789 3.0026 0.5197 1.246 1.961 0.386
O -0.6891 4.1526 0.4222 0.070 -0.477 0.056
O -0.9372 1.9537 0.2277 -0.555 -2.153 0.034
H 7.9441 -2.1244 -0.5389 0.071 -0.043 -0.034
H 8.4839 -0.4445 -0.6663 0.072 -0.004 -0.035
H 7.5345 -1.1643 -1.9687 0.110 -0.040 -0.064
H 6.1718 -2.4328 0.9642 -0.023 -0.044 0.015
H 3.9828 -1.7230 1.9103 -0.025 -0.147 0.014
H 4.1951 1.9092 -0.2848 -0.064 0.057 -0.135
H 6.3511 1.2077 -1.2729 0.075 0.039 -0.058
H 1.7893 3.6476 0.7935 -0.282 -0.214 0.042
H 1.1394 2.6456 2.1222 -0.079 0.201 -0.162
C -0.0250 1.6312 -2.8378 -0.185 0.237 -0.023
N 0.8571 0.5924 -2.3028 -0.204 -0.201 0.425
C 2.2326 1.0695 -2.3994 0.366 0.214 0.100
N 2.6174 1.3917 -3.7739 0.184 0.001 0.017
C 1.6915 2.4045 -4.2736 0.098 0.187 -0.099
N 0.3061 1.9546 -4.2289 -0.169 0.193 0.015
C 0.1992 0.7385 -5.0237 -0.080 -0.033 -0.206
N 1.0874 -0.3157 -4.5419 -0.039 -0.229 -0.099
C 0.7375 -0.5915 -3.1468 -0.013 -0.236 -0.110
C 2.4542 0.1902 -4.5810 0.162 -0.111 -0.168
H 0.0769 2.5334 -2.2292 -0.055 -0.076 -0.016
H -1.0610 1.2890 -2.7851 0.043 0.012 0.057
H 2.9057 0.2941 -2.0201 -0.075 0.082 0.040
H 2.3384 1.9641 -1.7847 -0.005 -0.151 -0.050
H 1.9568 2.6417 -5.3111 -0.032 0.023 0.110
H 1.7934 3.3039 -3.6596 -0.017 -0.019 -0.071
H 0.4612 0.9704 -6.0630 -0.074 -0.031 0.083
H -0.8309 0.3745 -4.9850 0.022 0.032 -0.028
H 1.4033 -1.3691 -2.7634 -0.080 -0.016 0.038
H -0.2911 -0.9459 -3.1097 -0.034 -0.058 0.021
H 2.7200 0.4220 -5.6186 -0.017 -0.053 0.060
H 3.1314 -0.5852 -4.2078 -0.037 0.053 -0.027

No. 3
78
Properties=species:S:1:pos:R:3:forces:R:3 method="wB97M-V/def2-TZVPD" homo_ev=-7.6293 e_tot_ha=-3165.29431 relative_energy_kcal_mol=10.0 homo_lumo_gap_ev=7.9156
In -0.4146 -0.3843 0.0345 0.898 1.364 0.403
C -2.2998 -1.7973 4.0031 0.040 -0.191 -0.112
C -1.8671 -1.5365 2.5621 -0.146 0.153 0.448
N -0.5042 -0.9495 2.4539 -0.483 0.127 -0.467
C -0.2789 0.1854 3.3700 0.167 0.245 0.076
C 0.3298 -0.1324 4.7360 -0.019 -0.056 -0.065
C 0.6442 -1.8643 2.3644 0.035 -0.033 0.012
C 1.8948 -1.1373 1.8001 -0.026 0.145 0.101
N 1.4959 0.0282 1.0275 -0.781 -0.202 -0.420
C 2.3972 0.9032 0.5498 0.621 0.410 -0.041
C 1.9788 2.1928 0.1488 -0.209 -0.230 0.171
F 0.6765 2.5077 0.3644 -0.231 0.019 -0.113
C 2.8113 3.1639 -0.3481 0.163 -0.080 -0.018
F 2.2911 4.3519 -0.6870 -0.071 0.066 -0.013
C 4.1700 2.9454 -0.4647 -0.011 -0.054 -0.004
C 4.6295 1.7096 -0.0473 -0.020 0.184 -0.076
F 5.9395 1.4467 -0.1431 0.089 -0.092 0.040
C 3.7960 0.7251 0.4413 -0.210 -0.165 0.000
F 4.3485 -0.4537 0.7920 0.078 -0.002 -0.050
H -3.2874 -2.2557 4.0119 0.098 0.052 0.092
H -2.3620 -0.8667 4.5671 -0.019 -0.055 0.025
H -1.6026 -2.4775 4.4945 -0.018 0.006 0.056
H -2.5508 0.3880 2.2614 0.084 0.070 -0.246
H -1.8704 -2.4568 1.9869 0.037 -0.031 -0.175
H -1.2264 0.7086 3.5170 0.065 -0.005 0.033
H 0.3847 0.8813 2.8570 -0.021 -0.008 -0.016
H -0.2954 -0.7829 5.3446 0.049 -0.001 -0.007
H 0.4654 0.8046 5.2771 0.001 0.014 -0.001
H 1.3115 -0.5938 4.6356 0.009 0.021 0.027
H 0.3568 -2.6628 1.6851 -0.018 -0.105 0.077
H 0.8904 -2.3067 3.3339 -0.003 -0.022 -0.020
H 2.4471 -1.8570 1.1917 -0.018 -0.069 0.159
H 2.5401 -0.8138 2.6241 0.020 -0.048 -0.010
H 4.8425 3.7021 -0.8378 -0.002 -0.009 -0.029
C -2.5569 3.0152 -0.0445 0.165 -0.193 0.012
P -1.8749 1.6554 -1.0580 -0.250 0.280 0.114
C -3.3459 1.1640 -2.0268 0.131 -0.262 0.182
C -0.8092 2.4845 -2.3035 0.169 -0.071 0.131
C -0.9882 3.8356 -2.5908 -0.075 0.005 0.020
C -0.1493 4.4923 -3.4758 -0.013 0.053 -0.005
C 0.8807 3.8044 -4.0977 0.007 -0.029 -0.013
C 1.0679 2.4588 -3.8276 -0.054 0.005 -0.042
C 0.2363 1.7871 -2.9350 0.114 -0.050 0.206
P 0.5355 0.0577 -2.4326 0.089 0.348 -0.549
C -0.3748 -0.8877 -3.6984 0.042 0.008 0.167
C 2.2699 -0.3188 -2.8481 -0.176 0.088 0.185
H -1.7485 3.5906 0.4026 0.012 0.035 0.001
H -3.1532 2.5514 0.7426 -0.053 -0.009 -0.028
H -3.2021 3.6636 -0.6360 -0.010 0.023 0.019
H -3.6050 1.9431 -2.7435 0.032 0.026 0.010
H -4.1577 1.0051 -1.3165 0.032 -0.018 0.008
H -3.1596 0.2219 -2.5400 -0.012 0.001 -0.029
H -1.7777 4.3950 -2.1059 0.019 0.011 -0.013
H -0.2916 5.5481 -3.6662 -0.013 -0.009 -0.014
H 1.5415 4.3175 -4.7844 -0.001 -0.006 0.000
H 1.8731 1.9221 -4.3139 0.029 0.022 0.025
H 0.0702 -0.7084 -4.6775 -0.018 0.026 -0.022
H -1.4230 -0.5967 -3.7118 -0.006 0.008 0.006
H -0.3193 -1.9420 -3.4359 -0.025 -0.119 -0.093
H 2.4078 -0.4001 -3.9259 0.029 0.028 -0.010
H 2.4727 -1.2830 -2.3827 0.076 -0.020 -0.015
H 2.9396 0.4347 -2.4333 0.015 -0.015 0.023
C -4.4902 -2.9514 1.5105 0.288 0.060 0.197
N -4.6335 -1.5905 0.9869 0.074 -0.205 -0.354
C -5.7027 -1.4785 0.0044 -0.126 -0.040 -0.076
C -3.8867 -0.5185 1.1606 -0.051 0.490 0.196
N -2.7553 -0.5386 1.9230 0.031 -0.270 0.029
H -5.4264 -3.4849 1.3596 0.010 0.020 -0.002
H -4.2852 -2.9331 2.5799 -0.052 0.008 -0.136
H -3.6929 -3.4911 1.0077 0.131 -0.110 -0.151
H -5.5162 -2.1558 -0.8338 -0.004 0.025 0.020
H -5.7397 -0.4581 -0.3622 0.015 0.002 0.042
H -6.6659 -1.7362 0.4530 0.026 -0.024 0.009
O -0.8774 -3.6855 -2.0966 -0.017 0.118 -0.138
S -0.7061 -2.9195 -0.8914 0.036 -1.606 -0.175
O -0.8788 -3.6671 0.3437 -0.369 -0.114 0.101
O 0.6302 -2.2180 -0.8373 -0.064 0.000 0.126
O -1.7032 -1.7392 -0.8816 -0.331 0.062 0.199